{"formula": "C19H18AuI2NP", "method": "wB97M-V/def2-TZVPD", "homo_lumo_gap_ev": [3.721, 3.740], "relative_energy_kcal_mol": 74.1, "total_energy_ev": -50636.362, "e_homo_ev": [-18.116, -18.127], "multiplicity": 1, "total_charge": 3, "elements": ["Au", "I", "C", "I", "H", "H", "N", "C", "C", "C", "C", "C", "C", "P", "C", "C", "C", "C", "C", "C", "C", "C", "C", "C", "C", "C", "H", "H", "H", "H", "H", "H", "H", "H", "H", "H", "H", "H", "H", "H", "H", "H"], "positions_angstrom": [[0.042351, -2.486498, -0.182137], [-0.158725, -4.525218, -2.101235], [-2.194451, -5.270582, -2.099984], [-3.415364, -4.437173, -0.555353], [-2.127927, -6.347773, -1.958809], [-2.622801, -5.024004, -3.069186], [1.089025, -2.146857, 1.944096], [1.570725, -0.819105, 2.132424], [2.486162, -0.542065, 3.150987], [2.863417, 0.764597, 3.408049], [2.364257, 1.807850, 2.644389], [1.480967, 1.547984, 1.607923], [1.104648, 0.234280, 1.341585], [0.007683, -0.066326, -0.084735], [-1.569852, 0.754878, 0.317202], [-2.601219, -0.082463, 0.755364], [-3.775736, 0.479925, 1.223541], [-3.938131, 1.857467, 1.212544], [-2.909314, 2.690918, 0.792690], [-1.736015, 2.139634, 0.305964], [0.777124, 0.626853, -1.591076], [0.952701, 1.989262, -1.846733], [1.691704, 2.410950, -2.939751], [2.182233, 1.468219, -3.834148], [2.028771, 0.113005, -3.578148], [1.298996, -0.316431, -2.484119], [1.832269, -2.828327, 2.107726], [0.344849, -2.366709, 2.607660], [2.855183, -1.346693, 3.770759], [3.556475, 0.965915, 4.215491], [2.676284, 2.824299, 2.832982], [1.124422, 2.356010, 0.986848], [-2.475379, -1.156181, 0.766981], [-4.557317, -0.164027, 1.602832], [-4.896863, 2.292783, 1.477192], [-3.020855, 3.764719, 0.807424], [-0.969419, 2.812440, -0.051149], [0.509895, 2.752436, -1.225005], [1.835627, 3.467369, -3.114672], [2.638957, 1.803092, -4.760813], [2.482551, -0.621702, -4.228996], [1.172092, -1.376752, -2.306602]], "atomic_forces_ev_per_a": [[0.29, -0.36, 0.65], [-0.09, 0.57, 0.39], [-0.59, 0.33, 0.42], [0.43, -0.15, -0.33], [0.26, 0.08, 0.08], [0.23, 0.11, 0.05], [-0.73, -0.21, -0.87], [0.28, 1.11, -0.13], [-0.01, -0.31, -0.13], [0.08, -0.09, 0.10], [-0.09, -0.04, 0.03], [-0.40, -0.13, -0.23], [0.27, -0.94, 0.46], [-0.37, 2.57, -0.74], [0.82, -1.46, -0.19], [-0.23, 0.21, 0.77], [0.06, -0.53, -0.12], [-0.48, 0.17, -0.05], [0.43, -0.18, -0.34], [0.00, 0.70, -0.25], [-0.20, -1.31, 0.39], [-0.25, 0.54, 0.27], [-0.37, -0.35, 0.01], [0.05, 0.18, -0.24], [-0.11, -0.37, -0.13], [0.60, 0.29, 0.18], [0.01, -0.14, -0.19], [-0.23, -0.05, -0.17], [0.08, -0.05, 0.08], [-0.03, -0.02, 0.00], [0.08, 0.07, -0.04], [0.06, 0.08, 0.00], [-0.05, -0.14, 0.01], [-0.11, 0.06, -0.12], [0.15, -0.07, 0.23], [-0.05, 0.06, 0.02], [-0.06, -0.09, 0.06], [0.13, -0.04, 0.09], [-0.04, 0.03, -0.01], [0.22, -0.11, 0.23], [-0.13, 0.04, -0.16], [0.08, -0.06, -0.08]], "mulliken_charge": [0.222, 0.366, -0.820, 0.260, 0.392, 0.428, -0.390, 0.547, -0.604, -0.676, -0.878, -0.455, 0.863, 0.588, 1.383, -0.322, -0.764, -0.457, -0.974, 0.134, 1.536, 0.146, -1.002, -0.476, -0.852, -0.267, 0.390, 0.384, 0.438, 0.443, 0.474, 0.151, 0.104, 0.425, 0.437, 0.466, 0.069, 0.120, 0.453, 0.432, 0.411, -0.125]}